1.
Below is a molecular structure, C52H48BrGeN4O5PRhS, with properties calculated with the ωB97M-V functional and the def2-TZVPD basis.

The geometry in XYZ format:
```
114
Properties=species:S:1:pos:R:3
Rh 0.380 -0.990 0.051
C -6.401 11.267 0.705
O -5.962 10.508 -0.403
C -5.304 9.371 -0.216
C -4.932 8.673 -1.384
C -4.241 7.496 -1.304
C -3.888 6.960 -0.053
C -4.263 7.650 1.109
C -4.962 8.832 1.035
C -3.191 5.707 -0.008
N -2.929 4.951 -1.060
C -2.319 3.847 -0.587
C -2.197 3.927 0.812
N -2.751 5.119 1.154
C -1.620 2.900 1.592
C -1.548 2.890 2.990
C -1.013 1.789 3.620
C -0.502 0.745 2.850
N -0.518 0.762 1.533
C -1.096 1.784 0.884
C -1.223 1.684 -0.546
N -0.777 0.563 -1.144
C -0.908 0.422 -2.451
C -1.481 1.399 -3.262
C -1.963 2.554 -2.683
C -1.843 2.710 -1.301
H -6.913 12.130 0.284
H -5.555 11.601 1.312
H -7.103 10.694 1.318
H -5.212 9.102 -2.332
H -3.952 6.956 -2.191
H -4.019 7.261 2.086
H -5.243 9.334 1.947
H -2.805 5.519 2.078
H -1.933 3.720 3.560
H -1.002 1.721 4.693
H -0.086 -0.132 3.330
H -0.539 -0.499 -2.882
H -1.542 1.245 -4.326
H -2.429 3.336 -3.260
Br -0.991 -2.430 1.484
C 4.885 -0.651 -1.518
O 3.754 -0.996 -2.285
P 2.174 -0.843 -1.877
O 1.949 0.744 -1.728
C 2.368 1.732 -2.667
O 1.647 -1.118 -3.372
C 1.906 -2.379 -3.980
H 5.716 -0.548 -2.217
H 5.125 -1.429 -0.791
H 4.742 0.299 -1.003
H 2.681 2.604 -2.091
H 1.535 2.008 -3.313
H 3.191 1.379 -3.287
H 1.321 -2.416 -4.898
H 1.596 -3.185 -3.318
H 2.966 -2.483 -4.204
C 3.413 0.671 1.800
Ge 2.352 -1.045 1.650
C 1.975 -1.631 3.568
C 1.588 -2.946 3.783
C 1.163 -3.348 5.037
C 1.128 -2.435 6.078
C 1.508 -1.120 5.866
C 1.946 -0.720 4.615
C 3.683 -2.500 1.169
C 3.388 -3.303 0.086
C 4.347 -4.161 -0.462
C 5.593 -4.243 0.109
C 5.917 -3.486 1.251
C 7.195 -3.559 1.846
C 7.476 -2.885 3.006
C 6.484 -2.107 3.613
C 5.243 -1.990 3.039
C 4.928 -2.635 1.829
H 4.327 0.529 2.366
H 2.815 1.444 2.274
H 3.668 1.025 0.806
H 1.608 -3.656 2.968
H 0.859 -4.372 5.194
H 0.814 -2.751 7.061
H 1.464 -0.401 6.671
H 2.259 0.303 4.457
H 2.404 -3.251 -0.372
H 4.111 -4.751 -1.337
H 6.332 -4.926 -0.282
H 7.953 -4.153 1.358
H 8.454 -2.957 3.458
H 6.698 -1.603 4.541
H 4.461 -1.442 3.546
O -0.259 -2.750 -1.537
S -1.746 -2.798 -1.783
C -1.909 -3.567 -3.413
C -0.972 -4.471 -3.881
C -1.136 -5.021 -5.143
C -2.232 -4.664 -5.914
C -3.170 -3.766 -5.429
C -3.010 -3.208 -4.171
C -2.404 -4.219 -0.873
C -1.577 -5.239 -0.442
C -2.118 -6.276 0.299
C -3.472 -6.287 0.594
C -4.293 -5.264 0.145
C -3.760 -4.219 -0.591
H -0.129 -4.749 -3.269
H -0.411 -5.724 -5.529
H -2.354 -5.085 -6.901
H -4.022 -3.496 -6.033
H -3.728 -2.508 -3.771
H -0.523 -5.204 -0.677
H -1.476 -7.074 0.640
H -3.888 -7.101 1.168
H -5.348 -5.278 0.375
H -4.396 -3.420 -0.942
```

Values from the calculation:
E_HOMO (alpha / beta) in eV: -11.51 / -11.51
Kohn-Sham gap (alpha / beta) in eV: 3.55 / 3.93
2S+1: 2
Total charge: +2

Here are the Löwdin charges for atoms 1 to 4, given in e: Rh 0.586; C -0.056; O -0.054; C -0.268


2.
Below is a molecular structure, C52H48IrNOP3Se2Si, with properties calculated with the ωB97M-V functional and the def2-TZVPD basis.

The geometry in XYZ format:
```
109
Properties=species:S:1:pos:R:3
Ir 0.242 -0.374 -0.085
C 3.704 -1.140 1.383
Si 2.064 -0.240 1.556
C 2.394 1.586 1.872
C 3.645 2.093 2.227
C 3.821 3.446 2.479
C 2.744 4.319 2.387
C 1.494 3.840 2.026
C 1.322 2.483 1.762
P -0.306 1.825 1.281
C -1.083 3.248 0.454
C -0.399 3.800 -0.630
C -0.914 4.895 -1.302
C -2.127 5.446 -0.907
C -2.809 4.908 0.172
C -2.289 3.816 0.856
C -1.201 1.616 2.846
C -0.547 1.772 4.070
C -1.233 1.586 5.259
C -2.584 1.269 5.242
C -3.240 1.111 4.031
C -2.549 1.258 2.838
C 1.211 -0.937 3.114
C 1.848 -0.742 4.343
C 1.347 -1.285 5.515
C 0.210 -2.082 5.474
C -0.429 -2.304 4.267
C 0.037 -1.703 3.097
P -0.761 -2.011 1.492
C -2.567 -1.810 1.533
C -3.156 -1.585 0.286
C -4.530 -1.447 0.168
C -5.333 -1.536 1.297
C -4.755 -1.760 2.538
C -3.378 -1.892 2.659
C -0.500 -3.783 1.225
C 0.809 -4.223 1.033
C 1.066 -5.565 0.819
C 0.018 -6.478 0.790
C -1.285 -6.044 0.979
C -1.548 -4.697 1.195
H 4.225 -1.184 2.344
H 4.356 -0.642 0.663
H 3.558 -2.169 1.047
H 4.496 1.425 2.305
H 4.800 3.823 2.751
H 2.879 5.374 2.591
H 0.657 4.522 1.941
H 0.552 3.388 -0.938
H -0.366 5.316 -2.135
H -2.532 6.300 -1.434
H -3.746 5.343 0.495
H -2.821 3.429 1.714
H 0.500 2.044 4.096
H -0.712 1.703 6.201
H -3.125 1.145 6.172
H -4.293 0.859 4.010
H -3.067 1.095 1.898
H 2.758 -0.149 4.386
H 1.854 -1.111 6.455
H -0.166 -2.544 6.377
H -1.273 -2.982 4.237
H -2.530 -1.527 -0.599
H -4.972 -1.268 -0.804
H -6.406 -1.428 1.210
H -5.376 -1.826 3.422
H -2.952 -2.028 3.642
H 1.625 -3.509 1.039
H 2.084 -5.902 0.671
H 0.221 -7.528 0.623
H -2.102 -6.754 0.962
H -2.568 -4.364 1.334
Se 2.574 -0.637 -1.795
P 1.470 0.728 -3.032
Se -0.584 0.717 -2.239
C 1.491 0.298 -4.786
C 2.722 0.079 -5.405
C 2.768 -0.234 -6.752
C 1.590 -0.324 -7.486
C 0.366 -0.105 -6.872
C 0.313 0.203 -5.519
C 2.156 2.398 -2.915
C 1.802 3.349 -3.871
C 2.233 4.658 -3.730
C 3.007 5.023 -2.634
C 3.359 4.077 -1.683
C 2.938 2.762 -1.823
H 3.638 0.146 -4.830
H 3.722 -0.408 -7.232
H 1.631 -0.564 -8.541
H -0.550 -0.172 -7.445
H -0.641 0.363 -5.032
H 1.195 3.069 -4.724
H 1.967 5.396 -4.476
H 3.341 6.047 -2.527
H 3.962 4.358 -0.829
H 3.209 2.018 -1.083
C -2.082 -4.255 -2.698
N -1.016 -3.498 -3.333
C -0.898 -3.553 -4.777
C -0.243 -2.689 -2.608
O -0.344 -2.549 -1.388
H -2.154 -5.236 -3.166
H -3.043 -3.746 -2.805
H -1.857 -4.372 -1.641
H -0.849 -4.591 -5.107
H 0.011 -3.043 -5.090
H -1.753 -3.073 -5.258
H 0.533 -2.175 -3.186
```

Values from the calculation:
E_HOMO (alpha / beta) in eV: -7.84 / -10.40
Kohn-Sham gap (alpha / beta) in eV: 6.09 / 6.02
2S+1: 5
Total charge: +1

Here are the Löwdin charges for atoms 1 to 4, given in e: Ir 0.592; C -0.237; Si 0.419; C -0.308


3.
Below is a molecular structure, C52H49AsN4OSW, with properties calculated with the ωB97M-V functional and the def2-TZVPD basis.

The geometry in XYZ format:
```
109
Properties=species:S:1:pos:R:3
W 0.012 0.693 0.568
C -3.087 3.356 2.068
C -2.216 4.610 1.858
C -1.205 4.713 0.717
C -1.323 5.850 -0.080
C -0.344 6.221 -0.982
C 0.828 5.493 -1.060
C 0.994 4.341 -0.305
C 2.292 3.573 -0.307
C 3.311 3.993 -1.360
C -0.057 3.905 0.518
N 0.095 2.631 1.198
C 0.133 2.698 2.539
C -0.335 1.592 3.240
C -0.656 1.363 4.584
C -1.358 0.164 4.614
C -1.434 -0.301 3.304
N -0.808 0.537 2.454
H -3.068 3.043 3.111
H -2.775 2.522 1.459
H -4.125 3.569 1.821
H -1.659 4.829 2.774
H -2.890 5.457 1.737
H -2.195 6.481 0.044
H -0.467 7.112 -1.583
H 1.618 5.827 -1.717
H 2.060 2.521 -0.438
H 2.746 3.669 0.686
H 4.209 3.386 -1.257
H 2.917 3.851 -2.368
H 3.601 5.037 -1.244
H 0.377 3.631 3.037
H -0.427 2.016 5.411
H -1.778 -0.317 5.482
H -1.937 -1.187 2.941
C 3.580 -3.796 -3.158
C 2.940 -4.485 -2.135
C 2.023 -3.839 -1.333
C 1.728 -2.482 -1.539
C 2.375 -1.791 -2.575
C 3.291 -2.453 -3.369
N 0.824 -1.891 -0.658
N 0.049 -0.815 -0.871
C -0.048 -0.017 -2.028
C -0.371 -0.412 -3.315
C -0.473 0.587 -4.272
C -0.255 1.912 -3.911
C 0.017 2.272 -2.596
C 0.120 1.318 -1.583
H 4.301 -4.298 -3.788
H 3.161 -5.530 -1.967
H 1.499 -4.372 -0.553
H 2.186 -0.745 -2.750
H 3.792 -1.911 -4.160
H -0.537 -1.454 -3.561
H -0.721 0.326 -5.292
H -0.307 2.686 -4.666
H 0.154 3.322 -2.368
C -4.191 2.394 -0.775
S -2.876 1.321 -1.392
O -2.214 0.715 -0.143
C -3.949 0.038 -2.026
C -4.416 0.197 -3.323
C -5.296 -0.740 -3.838
C -5.684 -1.826 -3.064
C -5.184 -1.985 -1.779
C -4.311 -1.046 -1.248
H -4.764 1.888 -0.001
H -4.821 2.622 -1.633
H -3.734 3.311 -0.408
H -4.101 1.049 -3.915
H -5.674 -0.624 -4.845
H -6.384 -2.549 -3.461
H -5.485 -2.839 -1.188
H -3.935 -1.136 -0.237
C 4.229 -4.431 3.017
C 2.951 -4.617 3.528
C 1.884 -3.916 2.990
C 2.097 -3.043 1.921
C 3.387 -2.805 1.459
C 4.448 -3.513 1.999
As 0.556 -2.074 1.250
C -0.778 -3.506 1.016
C -0.543 -4.875 1.094
C -1.564 -5.766 0.800
C -2.816 -5.300 0.428
C -3.051 -3.936 0.338
C -2.037 -3.041 0.636
C 2.106 0.445 0.970
C 3.129 0.478 0.006
C 4.471 0.460 0.346
C 4.850 0.420 1.682
C 3.872 0.337 2.663
C 2.533 0.322 2.310
H 5.059 -4.995 3.421
H 2.786 -5.307 4.344
H 0.887 -4.038 3.395
H 3.566 -2.073 0.681
H 5.450 -3.347 1.626
H 0.430 -5.254 1.376
H -1.375 -6.829 0.864
H -3.611 -6.002 0.214
H -4.026 -3.575 0.039
H -2.205 -1.970 0.561
H 2.872 0.549 -1.046
H 5.226 0.480 -0.430
H 5.896 0.445 1.955
H 4.156 0.273 3.706
H 1.805 0.205 3.106
```

Values from the calculation:
E_HOMO (alpha / beta) in eV: -12.63 / -13.36
Kohn-Sham gap (alpha / beta) in eV: 5.53 / 6.26
2S+1: 3
Total charge: +2

Here are the Löwdin charges for atoms 1 to 4, given in e: W 1.720; C -0.087; C -0.166; C -0.147


4.
Below is a molecular structure, C52H49Br2IrNO2P2SSi, with properties calculated with the ωB97M-V functional and the def2-TZVPD basis.

The geometry in XYZ format:
```
111
Properties=species:S:1:pos:R:3
Ir 0.820 -0.027 0.184
C 2.427 0.697 -3.134
Si 2.559 0.110 -1.329
C 3.176 -1.664 -1.662
C 4.367 -2.024 -2.302
C 4.623 -3.339 -2.654
C 3.684 -4.335 -2.395
C 2.501 -4.009 -1.759
C 2.257 -2.679 -1.406
P 0.883 -2.169 -0.344
C 0.967 -3.445 0.961
C 0.066 -4.498 1.074
C 0.204 -5.431 2.097
C 1.244 -5.314 3.004
C 2.154 -4.268 2.888
C 2.018 -3.337 1.872
C -0.730 -2.531 -1.153
C -3.282 -2.183 -0.402
C -3.860 -3.179 -1.345
C -3.370 -3.565 -2.640
C -2.108 -3.476 -3.079
C -0.926 -3.079 -2.348
C 3.752 1.399 -0.590
C 5.079 1.590 -0.993
C 5.796 2.712 -0.613
C 5.188 3.699 0.157
C 3.876 3.538 0.561
C 3.173 2.380 0.219
P 1.433 2.122 0.693
C 1.257 2.451 2.486
C -0.014 2.235 3.027
C -0.239 2.354 4.388
C 0.810 2.684 5.237
C 2.073 2.909 4.712
C 2.298 2.791 3.344
C 0.641 3.607 -0.047
C -0.086 4.541 0.690
C -0.658 5.642 0.063
C -0.510 5.822 -1.304
C 0.215 4.897 -2.045
C 0.780 3.797 -1.420
H 3.424 0.718 -3.587
H 2.011 1.699 -3.234
H 1.818 0.007 -3.723
H 5.110 -1.267 -2.525
H 5.558 -3.596 -3.135
H 3.888 -5.362 -2.669
H 1.778 -4.783 -1.524
H -0.759 -4.605 0.379
H -0.504 -6.246 2.173
H 1.351 -6.037 3.802
H 2.972 -4.180 3.591
H 2.724 -2.519 1.775
H -3.774 -1.219 -0.581
H -4.912 -3.325 -1.127
H -4.083 -4.079 -3.271
H -1.920 -3.890 -4.062
H 0.017 -3.354 -2.811
H 5.560 0.852 -1.625
H 6.820 2.838 -0.940
H 5.734 4.593 0.429
H 3.389 4.322 1.131
H -0.832 1.972 2.363
H -1.228 2.174 4.791
H 0.644 2.757 6.304
H 2.890 3.184 5.366
H 3.292 2.954 2.953
H -0.196 4.425 1.759
H -1.207 6.368 0.649
H -0.948 6.684 -1.789
H 0.345 5.037 -3.111
H 1.347 3.080 -1.998
Br -3.550 -5.117 -0.200
C -3.100 -2.357 1.067
C -3.767 -2.662 2.254
C -3.033 -2.453 3.390
Br -3.819 -2.955 5.029
C -1.730 -1.859 3.382
C -0.975 -1.656 4.565
C 0.255 -1.079 4.492
C 0.729 -0.621 3.249
N 0.064 -0.770 2.127
C -1.112 -1.449 2.167
C -1.845 -1.872 1.039
O -1.776 -1.791 -0.454
H -4.764 -3.073 2.287
H -1.377 -1.976 5.514
H 0.865 -0.954 5.375
H 1.679 -0.109 3.164
C -5.158 3.120 0.247
C -4.095 2.156 -0.273
C -3.062 2.885 -1.120
S -1.876 1.800 -1.934
O -1.436 0.823 -0.879
C -3.005 0.892 -3.044
C -2.449 0.879 -4.464
C -1.140 0.105 -4.556
H -5.891 2.599 0.864
H -5.693 3.594 -0.577
H -4.709 3.907 0.854
H -4.580 1.373 -0.865
H -3.585 1.672 0.562
H -2.444 3.545 -0.507
H -3.516 3.489 -1.911
H -3.993 1.353 -3.005
H -3.053 -0.121 -2.636
H -2.298 1.909 -4.797
H -3.196 0.437 -5.127
H -0.414 0.461 -3.821
H -0.688 0.203 -5.542
H -1.307 -0.957 -4.362
```

Values from the calculation:
E_HOMO in eV: -8.81
Kohn-Sham gap in eV: 4.77
Total charge: +1

Here are the Löwdin charges for atoms 1 to 4, given in e: Ir 0.535; C -0.196; Si 0.441; C -0.277


For reference, energy above the lowest of the compared OMol25 structures with the same formula, charge and spin by record: 65.35; 0.00; 353.58; 783.47 kJ/mol.